Entry from the OMol25 dataset: a cluster of 2 separate species, CH2NO3S in total in a non-equilibrium geometry (ωB97M-V with the def2-TZVPD basis set).

Each line ends with the natural charge from an NBO analysis.
Element x y z (Å)
C: -0.161 0.411 0.219  -0.56
N: 1.455 0.277 1.637  0.40
O: 1.077 -0.494 2.520  -0.50
O: 2.601 0.539 1.273  -0.48
O: -1.660 2.635 0.010  -1.02
S: -1.769 1.170 0.429  0.76
H: 0.350 0.681 -0.708  0.19
H: -0.068 -0.655 0.430  0.21

Properties
**Orbital gap**: 0.254 hartree
**LUMO energy**: 3.793 eV
**Spin multiplicity**: 1
**Net charge**: -1
**HOMO energy**: -3.1 eV

***

Entry from the OMol25 dataset: a cluster of 2 separate species, CH2NO3S in total in a non-equilibrium geometry (ωB97M-V with the def2-TZVPD basis set).

Each line ends with the natural charge from an NBO analysis.
Element x y z (Å)
C: 0.046 0.632 -0.611  0.39
N: 2.107 0.136 0.637  -0.99
O: -1.966 -1.319 -1.395  -0.97
O: 0.151 1.658 -1.200  -0.58
O: -1.976 -0.512 0.934  -0.97
S: -1.911 -0.179 -0.497  1.51
H: 1.581 0.465 1.433  0.30
H: 1.967 -0.881 0.699  0.30

Properties
**Orbital gap (spin up / spin down)**: 0.233 / 0.298 hartree
**LUMO energy (spin up / spin down)**: 3.593 / 3.592 eV
**Spin multiplicity**: 1
**Net charge**: -1
**HOMO energy (spin up / spin down)**: -2.7 / -4.5 eV

***

Entry from the OMol25 dataset: the ion CH2NO4P with charge -2 in a non-equilibrium geometry (ωB97M-V with the def2-TZVPD basis set).

Each line ends with the natural charge from an NBO analysis.
Element x y z (Å)
O: 0.357 1.715 0.805  -0.81
C: 0.336 0.484 0.465  0.46
N: -0.602 -0.116 -0.230  -0.90
P: -0.232 -1.870 -0.952  2.48
O: 1.259 -1.977 -0.565  -1.26
O: -1.220 -2.670 -0.210  -1.25
O: -0.519 -1.641 -2.377  -1.25
H: 1.198 -0.227 0.614  0.16
H: -1.396 0.454 -0.914  0.37

Properties
**Orbital gap**: 0.249 hartree
**LUMO energy**: 7.013 eV
**Spin multiplicity**: 1
**Net charge**: -2
**SMILES string**: O=CNP(=O)([O-])[O-]
**HOMO energy**: 0.2 eV

***

Entry from the OMol25 dataset: a cluster of 2 separate species, CH2NO4S in total in a non-equilibrium geometry (ωB97M-V with the def2-TZVPD basis set).

Each line ends with the Mulliken spin population.
Element x y z (Å)
C: 0.907 0.603 -0.561  0.53
N: -1.276 -0.646 0.810  0.06
O: 1.301 1.305 -1.388  0.13
O: 1.333 -1.805 -0.793  0.97
O: -1.459 1.408 -0.671  0.10
O: -0.480 1.650 1.573  0.07
S: -0.802 0.757 0.448  0.17
H: 1.220 -1.849 0.133  -0.03
H: -0.745 -1.423 0.450  0.01

Properties
**Orbital gap (spin up / spin down)**: 0.241 / 0.213 hartree
**LUMO energy (spin up / spin down)**: 3.797 / 1.092 eV
**Spin multiplicity**: 3
**Expectation value of S²**: 2.008
**Net charge**: -1
**HOMO energy (spin up / spin down)**: -2.8 / -4.7 eV

***

Entry from the OMol25 dataset: a structure of composition CH2O2S in a non-equilibrium geometry (ωB97M-V with the def2-TZVPD basis set).

Each line ends with the natural charge from an NBO analysis.
Element x y z (Å)
C: -0.736 0.372 -0.037  -0.68
O: 0.622 -1.303 0.168  -0.39
O: 1.501 -0.326 0.007  -0.37
S: 0.640 1.103 -0.018  0.85
H: -1.683 0.906 -0.128  0.24
H: -0.344 -0.752 0.007  0.35

Properties
**Orbital gap**: 0.330 hartree
**LUMO energy**: -0.490 eV
**Spin multiplicity**: 1
**HOMO energy**: -9.5 eV

***

Entry from the OMol25 dataset: a cluster of 2 separate species, CH2O2S in total in a non-equilibrium geometry (ωB97M-V with the def2-TZVPD basis set).

Each line ends with the natural charge from an NBO analysis.
Element x y z (Å)
O: 1.362 1.430 0.314  -0.46
C: 1.669 0.320 0.093  0.45
S: 1.970 -1.221 -0.150  0.01
O: -2.015 -0.165 -0.278  -0.93
H: -1.787 -0.797 0.373  0.47
H: -1.200 0.433 -0.350  0.47

Properties
**Orbital gap**: 0.420 hartree
**LUMO energy**: 0.374 eV
**Spin multiplicity**: 1
**SMILES string**: O=C=S.O
**HOMO energy**: -11.1 eV

***

Entry from the OMol25 dataset: a cluster of 2 separate species, CH2O2S in total in a non-equilibrium geometry (ωB97M-V with the def2-TZVPD basis set).

Each line ends with the natural charge from an NBO analysis.
Element x y z (Å)
C: 2.047 1.442 -0.306  -0.20
O: -0.990 -1.631 -0.108  -0.45
O: -1.277 -0.178 -0.142  -0.46
S: 2.286 2.041 1.035  0.19
H: -1.833 -0.140 -0.872  0.46
H: -0.232 -1.533 0.393  0.46

Properties
**Orbital gap**: 0.382 hartree
**LUMO energy**: 0.060 eV
**Spin multiplicity**: 1
**HOMO energy**: -10.3 eV

***

Entry from the OMol25 dataset: an isolated molecule of CH2O2S2 in a non-equilibrium geometry (ωB97M-V with the def2-TZVPD basis set).

Each line ends with the natural charge from an NBO analysis.
Element x y z (Å)
O: 1.768 2.275 0.520  -0.85
S: 1.737 1.218 -0.484  0.99
S: 1.693 -1.203 0.466  0.99
O: 1.923 -2.206 -0.555  -0.85
C: 0.309 0.041 0.073  -0.79
H: 0.031 0.312 1.073  0.26
H: -0.257 -0.400 -0.758  0.26

Properties
**Orbital gap (spin up / spin down)**: 0.285 / 0.291 hartree
**LUMO energy (spin up / spin down)**: -1.148 / -1.082 eV
**Spin multiplicity**: 1
**SMILES string**: O=S1#S(=O)C1
**HOMO energy (spin up / spin down)**: -8.9 / -9.0 eV

***

Entry from the OMol25 dataset: an isolated molecule of CH2O2S2 in a non-equilibrium geometry (ωB97M-V with the def2-TZVPD basis set).

Each line ends with the natural charge from an NBO analysis.
Element x y z (Å)
C: -1.512 -0.222 0.285  0.32
O: 0.627 -1.492 -0.772  -0.93
O: -1.841 0.618 1.066  -0.46
S: 2.447 0.575 0.126  -0.27
S: 0.367 -0.111 -0.820  1.04
H: -2.045 -1.134 -0.218  0.17
H: 1.956 1.765 0.334  0.12

Properties
**Orbital gap (spin up / spin down)**: 0.272 / 0.272 hartree
**LUMO energy (spin up / spin down)**: -1.365 / -1.364 eV
**Spin multiplicity**: 1
**HOMO energy (spin up / spin down)**: -8.8 / -8.8 eV

***

Entry from the OMol25 dataset: an isolated molecule of CH2O2S3 in a non-equilibrium geometry (ωB97M-V with the def2-TZVPD basis set).

Each line ends with the natural charge from an NBO analysis.
Element x y z (Å)
C: 0.514 -0.971 0.296  -0.43
O: -2.312 0.520 -0.767  -0.84
O: 2.364 0.762 -0.095  -0.94
S: 0.599 -2.496 0.001  0.27
S: -1.707 0.302 0.749  0.25
S: 0.691 0.636 0.316  0.73
H: -2.951 -0.179 -0.945  0.49
H: 2.802 1.428 0.444  0.48

Properties
**Orbital gap (spin up / spin down)**: 0.271 / 0.272 hartree
**LUMO energy (spin up / spin down)**: -1.027 / -1.027 eV
**Spin multiplicity**: 1
**HOMO energy (spin up / spin down)**: -8.4 / -8.4 eV

***

Entry from the OMol25 dataset: an isolated molecule of CH2O2S3 in a non-equilibrium geometry (ωB97M-V with the def2-TZVPD basis set).

Each line ends with the Mulliken spin population.
Element x y z (Å)
C: 0.607 -0.940 -0.038  0.47
O: -1.497 1.386 -1.509  0.13
O: 0.434 -0.196 2.435  0.17
S: 1.735 -1.628 -0.863  0.37
S: -1.537 -0.245 -1.289  0.79
S: -0.482 -0.286 0.955  0.08
H: -0.607 1.635 -1.893  0.00
H: 1.347 0.274 2.203  -0.01

Properties
**Orbital gap (spin up / spin down)**: 0.249 / 0.225 hartree
**LUMO energy (spin up / spin down)**: -0.103 / -2.833 eV
**Spin multiplicity**: 3
**Expectation value of S²**: 2.013
**HOMO energy (spin up / spin down)**: -6.9 / -8.9 eV

***

Entry from the OMol25 dataset: a cluster of 2 separate species, CH2O3PS in total in a non-equilibrium geometry (ωB97M-V with the def2-TZVPD basis set).

Each line ends with the natural charge from an NBO analysis.
Element x y z (Å)
C: 0.158 -0.910 -0.384  0.20
O: -1.863 -0.029 0.096  -0.90
O: 0.075 -2.056 -0.119  -0.53
O: 2.663 -0.300 0.464  -1.09
P: 1.277 0.253 0.493  1.17
S: 0.959 2.049 -0.196  -0.80
H: -1.199 0.517 0.390  0.48
H: -2.070 0.476 -0.745  0.47

Properties
**Orbital gap (spin up / spin down)**: 0.242 / 0.242 hartree
**LUMO energy (spin up / spin down)**: 3.496 / 3.495 eV
**Spin multiplicity**: 1
**Net charge**: -1
**HOMO energy (spin up / spin down)**: -3.1 / -3.1 eV

***

Table of E_tot (eV), in record order: -19533.8755 -19535.7676 -20040.1678 -21580.7527 -15993.1845 -15999.8196 -15994.1428 -26831.8649 -26831.4843 -37666.6560 -37664.8306 -27336.7503
Table of M (g mol⁻¹), in record order: 108.10 108.10 123.00 124.10 78.09 78.09 78.09 110.16 110.16 142.23 142.23 125.06
Table of energy above the lowest of the compared OMol25 structures with the same formula, charge and spin (kcal per mole), in record order: 115.9 72.3 19.6 26.8 155.7 2.7 133.6 50.5 59.2 58.8 38.2 51.1